Record 1
Density functional theory data (the ωB97M-V functional and the def2-TZVPD basis) for an isolated molecule of C3H6NP at a distorted geometry.

Structure (XYZ):
```
11
Properties=species:S:1:pos:R:3:forces:R:3:nbo_charge:R:1
C 0.7876 2.0627 0.2367 -2.074 -3.273 -0.504 0.12
C 0.6743 -0.3022 -0.0872 -0.074 -2.143 0.518 -0.25
C -0.7595 -0.5533 0.6342 0.631 1.767 -2.154 -0.73
N 1.3102 0.9931 -0.0227 -0.466 -0.325 -0.317 -0.41
P -1.9230 0.6876 -0.0892 -0.091 0.960 3.039 0.32
H 1.2575 2.9550 0.3435 1.215 2.895 0.232 0.17
H 1.3871 -0.9561 0.4909 -0.588 0.202 -1.028 0.22
H 0.4643 -0.7592 -1.1720 1.116 1.510 2.147 0.22
H -0.9001 -1.5061 0.1790 -0.764 -0.956 0.014 0.23
H -0.8773 -0.6059 1.6875 0.679 0.088 0.989 0.23
H -1.6769 0.1745 -1.2694 0.417 -0.725 -2.937 -0.10
```
Positions in Å, forces in eV/Å.

Summary:
Energy relative to the best compared isomer or geometry (same formula, charge and spin), kJ/mol: 319.2
Gap between HOMO and LUMO (spin up / spin down), eV: 7.5 / 8.0

Record 2
Density functional theory data (the ωB97M-V functional and the def2-TZVPD basis) for a cluster of 2 separate species, C3H6NPS in total at a distorted geometry.

Structure (XYZ):
```
12
Properties=species:S:1:pos:R:3:forces:R:3:nbo_charge:R:1
C -3.2698 1.3671 0.1211 3.319 -2.898 -0.241 -0.02
C -0.3582 -0.0718 1.5263 -0.752 0.284 -0.288 -0.97
C -0.2819 0.1018 -1.4239 -0.706 0.250 0.291 -0.97
N -4.0033 2.2383 0.2041 -1.165 1.256 0.115 -0.49
P -1.3004 -0.4542 -0.0009 -0.484 -0.174 0.067 1.25
S -1.8961 -2.2897 -0.1314 0.029 1.213 0.071 -0.36
H -0.2043 0.9978 1.6299 0.005 0.129 -0.043 0.26
H -0.9213 -0.4412 2.3794 -0.049 -0.026 -0.014 0.27
H 0.5992 -0.5888 1.4749 -0.029 -0.077 -0.196 0.26
H 0.0882 1.1122 -1.2718 -0.054 0.089 0.037 0.26
H 0.5534 -0.5939 -1.5204 -0.113 -0.060 0.173 0.26
H -0.8892 0.0572 -2.3260 0.001 0.013 0.026 0.27
```
Positions in Å, forces in eV/Å.

Summary:
Energy relative to the best compared isomer or geometry (same formula, charge and spin), kJ/mol: 146.1
Gap between HOMO and LUMO, eV: 8.1

Record 3
Density functional theory data (the ωB97M-V functional and the def2-TZVPD basis) for a cluster of 2 separate species, C3H6NS in total at a distorted geometry.

Structure (XYZ):
```
11
Properties=species:S:1:pos:R:3:forces:R:3:nbo_charge:R:1
C 0.5050 -1.1454 0.4939 0.405 -0.823 -0.437 -0.04
C 1.3760 -2.1314 0.7230 0.114 -0.089 0.181 -0.44
C -1.3797 0.0446 0.9776 0.179 -0.238 -0.865 -0.05
N -0.7109 -1.0236 1.1858 -0.328 0.218 0.177 -0.48
H 0.6677 -0.5496 -0.4018 -0.063 0.563 0.228 0.22
H 1.2737 -2.9077 1.4760 -0.294 0.292 0.166 0.18
H 2.2753 -2.2194 0.1254 -0.087 0.168 -0.142 0.19
H -2.4128 0.0583 1.3301 0.166 0.190 0.396 0.14
H -1.0401 0.8671 0.3021 -0.194 -0.423 0.490 0.22
S 0.0670 1.8807 -1.4840 0.105 0.129 -0.184 -1.05
H -0.3320 2.6394 -2.5165 -0.003 0.015 -0.011 0.10
```
Positions in Å, forces in eV/Å.

Summary:
Energy relative to the best compared isomer or geometry (same formula, charge and spin), kJ/mol: 2.1
Gap between HOMO and LUMO, eV: 7.0
Net charge: -1

Record 4
Density functional theory data (the ωB97M-V functional and the def2-TZVPD basis) for the ion C3H6NS2 with charge +1.

Structure (XYZ):
```
12
Properties=species:S:1:pos:R:3:forces:R:3:nbo_charge:R:1
C -0.1915 -1.4352 -0.2043 0.131 -0.233 0.248 0.03
C 1.1082 -1.2716 0.0168 0.051 0.396 -0.241 -0.42
C 0.5057 1.1871 0.4133 0.403 0.808 0.170 -0.38
N -1.0060 -0.3575 -0.5912 -0.703 -0.193 -0.357 -0.83
S 1.7606 0.3530 -0.3538 -0.235 -0.028 0.179 0.51
S 0.2318 2.8319 0.1208 0.181 -0.431 -0.102 0.34
H -0.6592 -2.3910 -0.0046 -0.006 -0.038 0.015 0.24
H 1.7999 -2.0349 0.3158 0.098 -0.153 0.053 0.27
H -0.0025 0.7102 1.2364 -0.006 -0.025 0.051 0.26
H -0.8515 -0.0536 -1.5478 0.045 -0.004 -0.035 0.41
H -1.9923 -0.5542 -0.4670 0.021 -0.005 -0.080 0.41
H -0.7034 3.0157 1.0656 0.020 -0.093 0.099 0.17
```
Positions in Å, forces in eV/Å.

Summary:
Energy relative to the best compared isomer or geometry (same formula, charge and spin), kJ/mol: 99.4
Gap between HOMO and LUMO, eV: 8.0
Net charge: +1

Record 5
Density functional theory data (the ωB97M-V functional and the def2-TZVPD basis) for an isolated molecule of C3H6O at a distorted geometry.

Structure (XYZ):
```
10
Properties=species:S:1:pos:R:3:forces:R:3:nbo_charge:R:1
O 1.6370 -0.1428 -0.2962 1.684 0.353 -0.653 -0.70
C 0.4923 -0.1146 0.4336 -1.168 -1.021 2.178 0.07
C -0.6096 0.7729 -0.1586 -0.433 -1.203 1.989 -0.47
C -0.6568 -0.7996 -0.1959 -1.310 1.800 1.482 -0.43
H 2.0962 0.6515 0.0033 0.431 -0.162 -0.436 0.47
H 0.7375 -0.3677 1.5534 -1.135 1.052 -1.868 0.18
H -0.2927 1.0786 -1.1413 -0.227 0.998 0.134 0.23
H -1.3354 1.3294 0.5445 1.296 -0.856 -1.664 0.23
H -1.4730 -1.1867 0.4030 0.425 -0.299 0.232 0.21
H -0.5957 -1.2211 -1.1457 0.435 -0.662 -1.393 0.22
```
Positions in Å, forces in eV/Å.

Summary:
Energy relative to the best compared isomer or geometry (same formula, charge and spin), kJ/mol: 171.9
Gap between HOMO and LUMO, eV: 10.8

Record 6
Density functional theory data (the ωB97M-V functional and the def2-TZVPD basis) for an isolated molecule of C3H6O at a distorted geometry.

Structure (XYZ):
```
10
Properties=species:S:1:pos:R:3:forces:R:3:nbo_charge:R:1
O 1.4684 -0.0948 -0.1872 -0.151 0.987 -0.011 -0.71
C 0.2166 -0.0291 0.4898 1.107 0.136 0.519 0.07
C -0.9073 0.7792 -0.1222 0.724 -0.794 0.160 -0.45
C -0.8843 -0.7504 -0.1635 -1.038 -0.180 0.607 -0.43
H 1.8490 0.8108 -0.2152 -0.392 -0.916 0.091 0.47
H 0.3676 -0.1117 1.5884 -0.504 0.258 -0.798 0.18
H -0.6923 1.3147 -1.0251 0.226 0.017 -0.382 0.22
H -1.5567 1.3216 0.5324 -0.432 -0.115 0.336 0.22
H -1.6049 -1.2926 0.4636 0.373 0.353 -0.189 0.21
H -0.6596 -1.2823 -1.0715 0.088 0.253 -0.332 0.23
```
Positions in Å, forces in eV/Å.

Summary:
Energy relative to the best compared isomer or geometry (same formula, charge and spin), kJ/mol: 119.4
Gap between HOMO and LUMO, eV: 11.2

Record 7
Density functional theory data (the ωB97M-V functional and the def2-TZVPD basis) for an isolated molecule of C3H6O at a distorted geometry.

Structure (XYZ):
```
10
Properties=species:S:1:pos:R:3:forces:R:3:nbo_charge:R:1
C -0.1818 -0.5009 0.9782 0.397 0.154 0.319 -0.60
C 0.5491 0.3927 -0.0210 -0.386 0.027 -0.784 -0.50
C -0.2649 0.3413 -1.3789 -0.672 -0.670 0.516 0.40
O -1.2495 -0.3656 -1.3338 0.171 0.267 -0.382 -0.53
H -1.1976 -0.1664 1.2317 0.433 -0.038 -0.151 0.22
H 0.4954 -0.3444 1.8136 -0.410 -0.592 0.802 0.20
H -0.2183 -1.5635 0.7001 0.090 0.453 0.031 0.22
H 0.6180 1.3870 0.4688 -0.067 -0.212 -0.883 0.22
H 1.5878 0.0020 -0.0615 -0.496 0.401 -0.644 0.22
H -0.1383 0.8180 -2.3971 0.940 0.211 1.176 0.14
```
Positions in Å, forces in eV/Å.

Summary:
Energy relative to the best compared isomer or geometry (same formula, charge and spin), kJ/mol: 93.3
Gap between HOMO and LUMO, eV: 11.0

Record 8
Density functional theory data (the ωB97M-V functional and the def2-TZVPD basis) for an isolated molecule of C3H6O at a distorted geometry.

Structure (XYZ):
```
10
Properties=species:S:1:pos:R:3:forces:R:3:nbo_charge:R:1
C -1.9149 -0.1414 0.2032 -0.102 -1.419 -3.647 -0.62
C -0.5808 0.1670 -0.1909 -10.122 5.890 0.450 0.20
O 0.3183 -0.6201 -0.2397 8.118 -5.965 -0.055 -0.48
C 1.5985 -0.0241 0.0868 2.594 -0.915 1.275 -0.30
H -2.8328 0.4978 -0.2255 2.502 -1.028 1.384 0.21
H -2.2051 -1.3379 0.0540 0.993 3.136 1.031 0.20
H -0.2362 1.1759 -0.5147 -1.173 -0.034 0.550 0.15
H 2.5426 -0.2451 -0.7403 -3.254 1.001 2.186 0.22
H 1.3639 1.0181 0.4798 0.892 -0.862 -1.430 0.21
H 1.9465 -0.4902 1.0874 -0.449 0.195 -1.744 0.20
```
Positions in Å, forces in eV/Å.

Summary:
Energy relative to the best compared isomer or geometry (same formula, charge and spin), kJ/mol: 377.8
Gap between HOMO and LUMO, eV: 9.3

Record 9
Density functional theory data (the ωB97M-V functional and the def2-TZVPD basis) for an isolated molecule of C3H6O at a distorted geometry.

Structure (XYZ):
```
10
Properties=species:S:1:pos:R:3:forces:R:3:nbo_charge:R:1
C -0.2497 -0.6851 0.7849 0.928 1.363 -0.347 -0.63
C -0.5390 0.4277 -0.1966 2.302 -1.025 -0.007 0.06
C 0.3905 0.6006 -1.3349 1.926 -3.275 -0.198 -0.11
O -0.8549 -0.0433 -1.4628 -1.053 -0.753 -1.129 -0.51
H 0.5126 -1.3375 0.3197 -0.666 0.054 0.477 0.22
H -1.1998 -1.1045 0.9043 -1.223 -1.529 0.418 0.22
H 0.0744 -0.3292 1.7667 0.170 0.037 -0.204 0.21
H -1.1063 1.2779 0.0456 -0.655 0.999 0.868 0.18
H 0.3612 1.5313 -1.8074 0.715 1.317 -0.871 0.18
H 1.3239 -0.2197 -1.5728 -2.443 2.810 0.993 0.18
```
Positions in Å, forces in eV/Å.

Summary:
Energy relative to the best compared isomer or geometry (same formula, charge and spin), kJ/mol: 193.5
Gap between HOMO and LUMO, eV: 11.4

Record 10
Density functional theory data (the ωB97M-V functional and the def2-TZVPD basis) for a structure of composition C3H6O at a distorted geometry.

Structure (XYZ):
```
10
Properties=species:S:1:pos:R:3:forces:R:3:nbo_charge:R:1
C 1.2114 0.6978 -0.8475 2.053 -2.908 0.122 -0.26
C -0.6914 -0.3661 0.0606 0.568 0.287 0.503 0.11
C -1.4231 -0.4542 1.1688 -1.351 -2.394 1.982 -0.49
H 2.0991 1.2742 -0.3036 -2.074 -0.805 -1.830 0.22
H 1.6987 -0.5952 -0.8175 -1.315 3.877 -0.672 0.14
H 0.8418 1.0088 -1.9421 1.314 -0.566 2.409 0.20
H -0.5321 -1.0207 -0.8378 -0.876 0.324 1.165 0.20
H -2.0412 -1.4271 1.2972 0.851 1.992 -0.251 0.20
H -1.3069 0.1927 2.1573 -0.157 -1.198 -2.762 0.23
O 0.1438 0.6896 0.0646 0.988 1.392 -0.667 -0.55
```
Positions in Å, forces in eV/Å.

Summary:
Energy relative to the best compared isomer or geometry (same formula, charge and spin), kJ/mol: 297.6
Gap between HOMO and LUMO, eV: 9.8

Record 11
Density functional theory data (the ωB97M-V functional and the def2-TZVPD basis) for an isolated molecule of C3H6O2 at a distorted geometry.

Structure (XYZ):
```
11
Properties=species:S:1:pos:R:3:forces:R:3:nbo_charge:R:1
O -1.7019 0.2198 0.5692 -0.063 0.044 0.430 -0.70
C -0.8366 -0.2474 -0.4057 0.599 -0.268 0.414 0.09
C 0.3774 -1.0398 -0.0144 -0.044 -0.871 0.304 -0.48
C 0.5978 0.3690 -0.3797 -2.527 0.172 -2.582 0.03
O 0.6517 1.3409 0.5788 0.299 0.848 0.667 -0.71
H -1.1962 0.8735 1.0827 -0.242 -0.091 -0.098 0.48
H -1.3696 -0.5127 -1.3232 0.492 0.374 0.159 0.18
H 0.4737 -1.2565 1.0428 -0.003 -0.090 -0.020 0.23
H 0.7391 -1.8081 -0.6841 0.058 -0.052 0.040 0.22
H 0.7379 0.6636 -1.4282 1.187 -0.033 0.580 0.19
H 1.5268 1.3976 0.9618 0.244 -0.033 0.106 0.49
```
Positions in Å, forces in eV/Å.

Summary:
Energy relative to the best compared isomer or geometry (same formula, charge and spin), kJ/mol: 218.3
Gap between HOMO and LUMO, eV: 9.7

Record 12
Density functional theory data (the ωB97M-V functional and the def2-TZVPD basis) for an isolated molecule of C3H6O2 at a distorted geometry.

Structure (XYZ):
```
11
Properties=species:S:1:pos:R:3:forces:R:3:nbo_charge:R:1
O 2.4783 0.2969 -0.7402 0.045 -0.589 -0.365 -0.53
C 1.5423 0.5725 -0.0243 0.923 -0.482 -0.779 0.40
C 0.4505 -0.5274 0.1351 0.192 0.150 -0.058 -0.52
C -1.0299 -0.1977 0.2515 0.324 0.005 0.376 -0.06
O -1.4033 0.5057 -0.9151 -0.261 0.232 -0.032 -0.72
H 1.7518 1.5749 0.3850 -1.645 -0.025 0.961 0.15
H 0.6118 -1.1238 -0.7737 -0.065 0.113 0.233 0.24
H 0.7307 -1.1802 0.9759 0.074 0.305 -0.074 0.23
H -1.6124 -1.1348 0.3489 0.329 0.262 -0.041 0.17
H -1.2130 0.3900 1.1616 -0.042 0.060 -0.122 0.16
H -2.3068 0.8239 -0.8047 0.128 -0.030 -0.099 0.47
```
Positions in Å, forces in eV/Å.

Summary:
Energy relative to the best compared isomer or geometry (same formula, charge and spin), kJ/mol: 157.3
Gap between HOMO and LUMO, eV: 10.4

Question: What is the formula in the eleventh record?
Answer: C3H6O2